Here is 2 unconnected molecules or ions with the total composition C10H16 in a non-equilibrium geometry from the OMol25 dataset. Energies are from ωB97M-V/def2-TZVPD.

Geometry (Å):
C  1.01  -1.35  0.04
H  0.58  -1.92  -2.06
H  1.76  -1.86  0.65
H  2.43  2.64  -2.27
H  -0.39  -0.01  4.21
H  0.59  2.93  -0.82
C  1.53  2.20  -2.68
H  0.98  -3.28  -1.00
H  -0.53  2.60  -2.08
H  1.31  -0.68  2.48
H  -0.57  -2.54  -0.97
C  -1.41  -0.61  0.51
C  0.27  -0.52  2.25
H  1.62  1.19  -3.06
C  -0.70  -0.21  3.19
H  -3.40  -0.23  1.16
H  0.28  1.25  -1.17
H  1.22  2.83  -3.53
C  0.39  2.23  -1.63
C  -0.10  -0.78  0.91
C  -2.03  -0.12  2.81
H  -1.73  -0.74  -0.51
C  0.49  -2.30  -1.04
H  -2.80  0.06  3.56
C  -2.36  -0.29  1.48
H  1.56  -0.52  -0.43

Summary:
- gap between HOMO and LUMO (spin up / spin down) (eV) = 2.4629 / 9.4852
- energy above the lowest of the compared OMol25 structures with the same formula, charge and spin (kJ/mol) = 41.2
- spin multiplicity = 2
- charge = -1
- strongest force on any atom (eV Å⁻¹) = 1.77
- E (Ha) = -390.56754

---

Here is 2 unconnected molecules or ions with the total composition C13H14N3O3 in a non-equilibrium geometry from the OMol25 dataset. Energies are from ωB97M-V/def2-TZVPD.

Geometry (Å):
H  -2.06  -2.21  3.20
H  3.73  -1.53  2.39
H  2.72  -2.57  -1.49
N  -2.34  2.55  -2.37
C  -0.96  -0.39  3.18
C  -1.61  -1.46  2.57
C  -1.67  -1.52  1.19
O  1.59  1.53  0.06
C  -2.24  1.33  -2.96
C  2.76  -0.07  1.39
H  -1.86  2.63  -1.49
H  3.70  -3.15  0.69
O  -1.61  0.41  -2.45
H  -2.19  -2.33  0.69
H  -1.13  -0.59  -0.65
C  2.70  -1.84  -0.71
H  -3.40  1.93  -4.59
C  -1.08  -0.53  0.42
H  -2.84  3.33  -2.74
N  3.30  -1.29  1.51
H  0.09  1.46  2.91
H  -0.90  -0.33  4.26
C  2.15  0.29  0.20
C  3.27  -2.18  0.50
C  2.13  -0.59  -0.87
C  0.19  1.62  0.26
N  -2.88  1.19  -4.16
H  -2.82  0.30  -4.62
C  -0.45  0.53  1.05
H  2.77  0.64  2.20
H  1.69  -0.32  -1.82
C  -0.39  0.62  2.43
O  -0.37  2.53  -0.21

Summary:
- gap between HOMO and LUMO (eV) = 7.6203
- charge = +1
- strongest force on any atom (eV Å⁻¹) = 1.77
- E (Ha) = -893.58148

---

Here is a molecular structure, C23H25N2OSTi in a non-equilibrium geometry from the OMol25 dataset. Energies are from ωB97M-V/def2-TZVPD.

Geometry (Å):
C  -3.87  0.65  0.04
H  -4.10  -2.22  1.88
H  -1.94  -2.91  -2.00
C  -3.24  -2.08  -0.08
C  2.98  1.15  -0.41
H  0.62  2.25  1.73
C  -0.08  -0.58  -1.57
S  5.14  -3.60  -0.51
H  0.74  0.63  3.65
H  -0.36  -2.65  0.98
H  3.01  1.64  2.92
H  -3.40  0.68  -2.08
C  -0.35  3.13  -0.83
H  -4.09  1.72  0.10
H  -3.02  -3.15  -0.17
H  -1.17  -0.26  1.92
H  2.62  -1.28  3.85
C  1.51  1.85  1.25
N  -0.80  -1.18  -2.53
C  -3.41  0.07  -1.16
H  -0.86  2.99  0.13
H  -0.73  0.70  -0.01
C  -3.84  -1.54  1.06
C  0.53  1.93  -1.18
C  -0.16  -0.66  2.04
H  -0.29  -1.32  -3.40
H  3.47  1.06  -1.40
O  0.88  -1.18  -0.95
C  1.48  -2.30  2.22
C  1.78  -1.26  3.15
H  -2.65  -1.78  -3.23
C  4.15  -2.52  0.01
H  -1.41  1.07  -1.61
H  1.95  -3.28  2.17
C  0.79  -0.27  3.04
Ti  1.82  -0.67  0.52
H  4.72  0.89  0.99
H  1.78  1.27  -2.82
C  -0.48  0.76  -1.08
H  0.21  4.09  -0.83
C  -2.93  -1.25  -1.16
C  2.76  1.54  1.87
C  -2.11  -1.86  -2.29
H  0.35  2.19  -3.33
H  -1.17  3.21  -1.58
H  -4.51  0.26  2.09
C  0.26  -1.94  1.53
H  1.75  3.02  -2.58
C  3.67  1.14  0.86
N  3.32  -1.71  0.35
C  -4.09  -0.16  1.16
C  1.63  1.62  -0.16
C  1.13  2.11  -2.57

Summary:
- gap between HOMO and LUMO (eV) = 6.2533
- energy above the lowest of the compared OMol25 structures with the same formula, charge and spin (kJ/mol) = 149.7
- charge = +1
- strongest force on any atom (eV Å⁻¹) = 7.24
- E (Ha) = -2323.60349

---

Here is a gas-phase ion, C7H17N2O4P (charge +2) in a non-equilibrium geometry from the OMol25 dataset. Energies are from ωB97M-V/def2-TZVPD.

Geometry (Å):
H  -2.06  -0.36  0.64
O  0.47  -0.79  -1.03
N  -1.44  1.55  0.05
C  -1.88  2.28  1.25
C  1.89  -3.35  1.40
H  2.17  -2.78  2.37
C  2.76  0.89  0.94
H  -2.68  -1.01  -1.80
H  3.51  0.77  1.69
H  -0.08  0.79  -2.90
C  -0.76  0.89  -2.02
H  1.54  -4.32  1.33
H  3.03  1.41  0.08
H  -1.70  1.12  -2.52
H  1.86  1.44  1.40
H  -0.94  2.94  -1.44
O  -0.09  -0.24  1.28
P  0.93  -1.01  0.58
H  0.50  2.04  -0.57
H  -1.40  3.32  1.43
N  -0.84  -0.29  -1.19
H  2.78  -3.29  0.85
H  -1.52  -2.24  -1.30
H  -1.28  -1.55  -2.88
C  -1.25  0.20  0.11
C  -0.52  2.05  -1.02
H  -2.92  2.39  1.43
O  0.82  -2.56  0.82
O  2.38  -0.53  0.83
H  -1.64  1.59  2.05
C  -1.63  -1.36  -1.84

Summary:
- gap between HOMO and LUMO (eV) = 10.3906
- energy above the lowest of the compared OMol25 structures with the same formula, charge and spin (kJ/mol) = 25.8
- charge = +2
- strongest force on any atom (eV Å⁻¹) = 5.57
- E (Ha) = -1028.06375

---

Here is 2 unconnected molecules or ions with the total composition C7H12 from the OMol25 dataset. Energies are from ωB97M-V/def2-TZVPD.

Geometry (Å):
H  -0.33  -0.69  -3.05
H  -1.48  -0.22  -1.76
H  -1.59  -0.66  0.22
H  0.43  2.61  -0.03
C  -0.95  -0.42  1.08
C  1.61  -0.54  1.31
H  -1.00  1.75  -0.80
H  0.28  -0.09  -1.49
C  -0.33  1.83  0.04
H  2.05  -1.62  -0.61
C  1.49  -1.21  0.21
H  -0.55  1.03  -2.62
C  -0.52  0.00  -2.24
H  0.22  -2.24  1.71
C  -0.40  0.98  1.06
H  2.19  0.07  1.97
C  0.33  -1.30  1.15
H  -1.53  -0.61  1.99
H  0.16  1.23  1.96

Summary:
- gap between HOMO and LUMO (eV) = 10.1869
- energy above the lowest of the compared OMol25 structures with the same formula, charge and spin (kJ/mol) = 390.0
- SMILES = C=CCC1C=C1.C
- charge = 0
- strongest force on any atom (eV Å⁻¹) = 0.74
- E (Ha) = -273.76003

---

Here is a single C4H7N3O molecule in a non-equilibrium geometry from the OMol25 dataset. Energies are from ωB97M-V/def2-TZVPD.

Geometry (Å):
H  1.20  1.30  0.07
N  0.29  -0.40  1.50
H  0.16  -2.43  1.59
C  0.14  1.37  -1.67
H  0.42  0.48  2.03
C  0.36  -1.56  2.22
N  0.49  0.82  -0.46
H  -0.48  0.64  -2.24
C  -0.98  -1.05  -0.40
C  -0.10  -0.29  0.23
H  -1.29  -0.68  -1.37
N  0.52  2.51  -2.04
H  -1.51  -1.87  0.06
H  0.12  2.80  -2.92
O  0.66  -1.62  3.40

Summary:
- gap between HOMO and LUMO (eV) = 9.5590
- energy above the lowest of the compared OMol25 structures with the same formula, charge and spin (kJ/mol) = 130.8
- SMILES = [H]/N=C/NC(=C)NC=O
- charge = 0
- strongest force on any atom (eV Å⁻¹) = 4.11
- E (Ha) = -396.09860

---

Here is a molecular structure, C36H39ClP2Pd in a non-equilibrium geometry from the OMol25 dataset. Energies are from ωB97M-V/def2-TZVPD.

Geometry (Å):
C  3.16  -1.59  2.44
H  3.39  -1.67  3.53
H  4.06  -1.95  1.89
H  2.27  3.49  4.68
H  0.99  -1.85  -1.13
H  -3.06  1.03  -5.77
C  -2.29  -2.74  0.42
H  -0.56  -5.85  -1.12
C  -1.09  -4.98  -0.71
H  -3.78  -3.18  -5.35
C  1.77  3.87  -0.75
C  0.90  1.65  2.21
H  3.74  -2.35  -0.20
H  1.97  3.53  2.19
H  0.96  7.18  -0.82
C  -1.88  -5.12  0.45
H  -3.02  -4.07  1.97
H  -2.72  -3.14  -3.11
H  -2.87  0.93  -1.04
H  -2.78  -1.89  0.89
C  0.86  6.10  -0.62
C  0.66  3.36  -0.06
H  -3.34  -0.20  0.27
H  0.03  -2.07  1.08
C  -2.92  0.10  -5.22
H  3.48  0.52  -1.18
H  2.73  1.53  0.79
C  -0.39  4.23  0.27
C  1.89  -2.48  2.17
C  0.40  0.58  2.96
Cl  -1.98  2.41  3.04
H  2.54  0.39  2.94
H  1.63  1.45  -1.94
H  0.10  -0.26  4.89
C  -1.56  -2.58  -0.79
C  2.85  0.41  0.85
H  -2.09  -6.12  0.88
C  1.68  -1.76  -0.25
H  2.76  5.62  -1.54
C  -3.32  -2.27  -4.98
C  0.89  0.91  -1.32
H  3.21  -1.67  -1.76
C  -1.01  -3.75  -1.37
C  -2.68  -2.26  -3.73
C  1.25  1.62  4.95
C  -2.10  -1.08  -3.26
C  0.54  0.57  4.33
C  2.80  -0.20  2.06
P  -1.47  -0.91  -1.54
P  0.67  1.59  0.35
H  -1.07  6.28  0.30
C  1.88  5.24  -1.02
H  -0.13  -0.33  2.50
C  1.59  2.71  2.81
C  -2.43  -3.99  1.04
H  -3.52  -0.79  -1.28
H  1.22  -2.40  3.05
C  3.63  -0.13  -0.32
H  2.13  -3.57  2.05
C  -3.44  -1.10  -5.73
C  -2.42  1.31  1.74
C  -0.28  5.59  0.02
C  3.12  -1.56  -0.67
H  -3.96  -1.10  -6.69
C  -2.25  0.10  -4.00
H  1.36  1.60  6.04
H  -0.54  -3.68  -2.38
C  1.14  -1.97  0.97
H  0.49  -0.27  -2.96
H  -2.89  1.95  0.95
C  1.77  2.67  4.19
Pd  -0.84  -0.03  1.00
H  -1.91  1.04  -3.57
C  0.08  -0.01  -1.96
H  4.70  -0.11  -0.09
C  -2.84  -0.10  -0.72
H  -3.10  0.57  2.17
H  2.55  3.19  -1.10
H  -1.30  3.82  0.72

Summary:
- gap between HOMO and LUMO (spin up / spin down) (eV) = 5.6402 / 5.2082
- energy above the lowest of the compared OMol25 structures with the same formula, charge and spin (kJ/mol) = 369.7
- spin multiplicity = 5
- charge = +2
- strongest force on any atom (eV Å⁻¹) = 4.19
- E (Ha) = -2665.00029

---

Here is a gas-phase ion, C5H13N2O (charge +1) in a non-equilibrium geometry from the OMol25 dataset. Energies are from ωB97M-V/def2-TZVPD.

Geometry (Å):
H  1.44  -1.71  0.84
H  -1.82  -0.41  -1.80
C  -0.19  -0.01  2.47
N  -1.30  0.11  -1.11
C  0.35  1.62  -2.22
C  1.02  0.13  -0.32
H  0.37  -0.48  -2.30
H  0.18  -1.81  -0.36
N  -0.52  -0.94  1.35
H  -1.04  0.00  3.16
C  0.10  0.28  -1.55
H  2.08  0.07  -0.54
H  -0.63  -1.83  1.83
H  0.84  1.02  0.27
H  1.32  1.69  -2.73
O  -0.47  2.49  -2.31
H  -1.33  -0.69  0.78
C  0.62  -1.16  0.39
H  0.06  1.01  2.22
H  -1.70  1.04  -1.09
H  0.62  -0.42  3.02

Summary:
- gap between HOMO and LUMO (eV) = 10.4733
- energy above the lowest of the compared OMol25 structures with the same formula, charge and spin (kJ/mol) = 144.7
- SMILES = C[NH2+]CC[C@@H](N)C=O
- charge = +1
- strongest force on any atom (eV Å⁻¹) = 2.11
- E (Ha) = -382.80653

---

Here is a gas-phase ion, C4H8NO2 (charge +1) in a non-equilibrium geometry from the OMol25 dataset. Energies are from ωB97M-V/def2-TZVPD.

Geometry (Å):
H  -0.09  0.47  -2.50
H  2.11  1.03  0.73
H  -2.30  0.73  0.31
C  -0.54  -1.15  0.42
O  0.39  0.28  -1.59
H  0.01  -2.05  0.29
H  -0.13  0.65  1.55
N  1.68  0.03  0.66
H  2.29  -0.49  1.38
H  -1.38  -1.33  1.04
H  1.98  -0.42  -0.28
C  -1.74  0.82  -0.61
C  -0.49  0.09  -0.51
C  0.21  0.03  0.82
O  -2.00  1.32  -1.68

Summary:
- gap between HOMO and LUMO (eV) = 10.3300
- energy above the lowest of the compared OMol25 structures with the same formula, charge and spin (kJ/mol) = 250.5
- SMILES = [NH3+][C@@H]1C[C@@]1(O)C=O
- charge = +1
- strongest force on any atom (eV Å⁻¹) = 3.38
- E (Ha) = -362.11807